1.
120
Properties=species:S:1:pos:R:3:forces:R:3:lowdin_charge:R:1 method="wB97M-V/def2-TZVPD" spin_multiplicity=1 e_above_lowest_kcal_mol=0.00 smiles="CCOS(C)(=O)=O.CCOS(C)(=O)=O.CCOS(C)(=O)=O.CCOS(C)(=O)=O.CCOS(C)(=O)=O.CCOS(C)(=O)=O.O=C1OCCO1.O=C1OCCO1.O=C1OCCO1"
C -1.99369 3.10585 -0.08020 0.56 0.84 1.28 -0.04
C -3.14445 2.59187 0.80375 1.01 1.13 0.54 -0.29
O -3.98411 1.74561 0.04049 -1.07 -1.21 0.52 -0.25
S -5.37710 1.29999 0.75537 -1.29 2.23 -0.40 0.65
C -4.90208 0.14364 2.02653 0.74 -0.35 -0.77 -0.10
O -6.05229 2.48067 1.34736 1.83 -2.42 -0.92 -0.30
O -6.05944 0.59504 -0.29897 0.37 0.04 0.63 -0.30
H -2.46934 3.66005 -0.88269 0.20 -0.34 -0.59 0.08
H -1.21262 2.38787 -0.39838 -0.80 0.18 -0.01 0.06
H -1.43145 3.92235 0.47474 -0.69 -1.04 -0.28 0.09
H -2.85818 2.16506 1.77891 0.33 -0.35 -0.57 0.10
H -3.73992 3.44376 1.07945 -0.24 0.60 0.10 0.11
H -3.94282 0.37656 2.49835 -0.33 0.34 -0.03 0.07
H -4.78813 -0.82358 1.52944 -0.10 0.12 0.05 0.04
H -5.70437 0.08786 2.73295 -0.40 0.12 0.41 0.07
C 1.82170 0.38753 -6.83959 1.89 -2.32 1.07 -0.04
C 2.54537 0.10456 -5.54661 1.11 -0.53 0.57 -0.22
O 3.59767 -0.89114 -5.94389 -0.38 0.13 0.10 -0.28
S 4.45744 -1.56115 -4.79838 0.03 0.37 0.60 0.58
C 3.53336 -2.96469 -4.32980 -0.85 -0.28 0.21 -0.12
O 5.68411 -1.99595 -5.39245 -0.20 0.50 0.18 -0.27
O 4.40678 -0.66021 -3.65785 0.45 -0.48 -0.79 -0.31
H 1.17277 -0.44272 -6.95156 -1.16 -0.52 -0.45 0.07
H 2.63136 0.17742 -7.52525 -0.19 0.96 -0.98 0.09
H 1.33517 1.30241 -6.83954 -0.73 1.72 -0.40 0.06
H 3.13422 0.93237 -5.14465 -0.44 0.08 0.03 0.11
H 1.94279 -0.36176 -4.75804 0.08 0.29 -0.08 0.09
H 2.47330 -2.66277 -4.38627 0.38 -0.33 0.25 0.07
H 3.81387 -3.15004 -3.29777 -0.17 0.02 0.18 0.06
H 3.72241 -3.87558 -4.89873 0.10 0.43 -0.32 0.08
C -2.37607 -6.05445 1.89341 0.53 0.01 -1.24 -0.05
C -3.15860 -5.70974 0.57929 2.33 0.84 1.81 -0.30
O -4.53144 -5.61835 0.73319 -3.07 1.43 0.50 -0.25
S -5.23530 -4.10714 0.81648 0.11 -0.59 0.01 0.62
C -5.15368 -3.60349 -0.89230 -1.05 -0.61 0.40 -0.10
O -6.62300 -4.24133 1.14364 0.69 -0.66 -0.08 -0.27
O -4.42021 -3.28369 1.66660 0.29 -0.09 -0.32 -0.30
H -2.54144 -7.10298 2.16493 0.19 0.35 0.25 0.07
H -2.59437 -5.35870 2.68904 -0.62 0.01 0.30 0.06
H -1.28667 -5.83693 1.69817 -0.93 -0.69 -0.05 0.09
H -2.74499 -4.72237 0.35804 -0.03 -0.15 -0.88 0.09
H -2.98569 -6.47192 -0.15791 0.29 -0.03 -0.55 0.12
H -5.80909 -4.38321 -1.38636 0.95 1.15 0.17 0.10
H -4.12230 -3.58874 -1.18264 0.48 -0.25 -0.47 0.04
H -5.53835 -2.57284 -0.96878 -0.11 -0.53 0.11 0.08
C -0.30385 1.75712 -3.93022 -0.48 0.78 -0.69 -0.06
C -0.95944 0.47435 -4.44014 -0.64 0.60 -0.36 -0.22
O -2.41526 0.71757 -4.14939 -0.04 -1.50 0.18 -0.28
S -3.29039 -0.62467 -3.94208 -0.60 0.03 -2.94 0.61
C -4.97371 0.01603 -3.89548 2.14 0.79 -0.24 -0.08
O -3.21571 -1.45830 -5.14383 0.33 1.00 1.40 -0.31
O -2.96605 -1.21341 -2.69282 0.26 -0.30 0.91 -0.29
H -0.81463 2.63954 -4.46924 0.69 -1.13 1.28 0.11
H 0.73590 1.78731 -4.25150 0.14 -0.07 0.08 0.04
H -0.29746 1.82536 -2.79539 -0.33 0.03 -1.53 0.09
H -0.91785 0.25143 -5.54081 0.18 0.62 0.99 0.13
H -0.53798 -0.37903 -3.91736 -0.48 -0.22 0.29 0.08
H -5.51571 -0.81787 -3.56390 -0.91 -1.09 0.55 0.05
H -5.24363 0.26539 -4.91747 -0.03 0.34 0.17 0.08
H -4.96563 0.81069 -3.15650 -0.40 0.20 -0.12 0.07
C 0.40738 1.63366 7.03014 0.60 1.61 -0.83 -0.06
C -0.29773 1.86592 5.69969 2.23 -0.56 -0.78 -0.18
O 0.54148 2.90843 4.91443 -0.96 -1.05 -0.02 -0.27
S -0.00721 3.08170 3.40026 0.80 -0.70 1.44 0.54
C 1.40660 3.73200 2.53474 -0.82 -1.32 -0.48 -0.10
O -0.23859 1.76533 2.92357 -0.42 -1.51 -1.04 -0.31
O -1.11509 3.96366 3.45546 -0.47 1.05 -0.34 -0.26
H 0.25754 2.47935 7.72743 0.48 -0.09 -0.54 0.08
H 1.50479 1.47837 6.76783 -1.45 -0.11 0.87 0.10
H -0.09036 0.83258 7.53189 0.17 -1.05 0.11 0.07
H -0.32471 0.90501 5.14878 0.46 0.69 -0.03 0.10
H -1.29929 2.17659 5.71563 -1.27 0.97 0.37 0.10
H 0.99173 4.07608 1.56555 0.26 0.36 0.71 0.06
H 2.04151 2.83790 2.23796 -0.35 1.31 1.02 0.09
H 1.74732 4.48410 3.23949 0.78 0.18 -0.58 0.07
C -1.81830 -1.70106 0.03233 0.16 -0.91 -0.67 -0.05
C -0.59234 -0.88054 0.02214 -0.21 1.60 -0.96 -0.27
O 0.54266 -1.70834 -0.14165 0.36 -0.86 0.61 -0.24
S 1.65997 -1.53815 -1.20913 -1.52 0.67 -1.21 0.53
C 2.64547 -0.22750 -0.69149 0.74 1.10 2.41 -0.12
O 2.35027 -2.76755 -1.16255 0.96 -0.80 0.02 -0.24
O 1.00978 -1.13238 -2.42848 0.18 0.01 -0.23 -0.29
H -1.96691 -2.08229 -1.01103 -0.42 0.12 1.32 0.08
H -2.65474 -1.19214 0.50272 -0.23 0.30 -0.60 0.08
H -1.56622 -2.46170 0.75475 -0.25 -0.97 -0.05 0.06
H -0.63294 -0.04121 -0.68090 0.21 -0.37 -0.36 0.12
H -0.44912 -0.44261 0.95432 0.18 1.02 1.84 0.08
H 3.21696 -0.51065 0.25812 -0.72 0.28 -1.58 0.07
H 2.09923 0.73222 -0.45254 0.10 -1.21 -0.43 0.10
H 3.30939 -0.03329 -1.51594 0.47 -0.02 -0.30 0.05
O 1.80778 -1.84013 6.37846 -1.41 0.31 -2.86 0.10
C 1.39806 -1.81855 5.21735 1.10 -0.44 1.88 -0.53
O 0.11179 -1.80821 4.80105 0.71 -0.57 -0.06 0.05
C 0.10250 -1.65096 3.33275 -0.47 0.78 1.27 -0.08
C 1.52777 -1.99018 2.94033 -0.38 0.29 -1.10 -0.11
O 2.25380 -1.84063 4.15496 -0.21 0.21 0.41 0.05
H -0.69920 -2.23047 2.87037 0.29 -0.27 0.33 0.13
H -0.16069 -0.59891 3.27010 0.24 0.18 -0.76 0.09
H 1.88268 -1.27224 2.16399 0.06 -0.66 0.73 0.12
H 1.60471 -3.02512 2.57289 0.18 0.36 0.14 0.14
O 1.54473 3.47861 -0.87524 -1.95 -0.42 1.75 0.17
C 2.30076 3.96734 -1.61605 2.29 -0.51 -1.84 -0.58
O 3.31646 4.78425 -1.29121 0.53 0.43 -1.00 0.07
C 4.06673 5.10525 -2.53970 -0.97 0.76 1.84 -0.07
C 3.61386 4.06697 -3.47008 -0.15 -1.76 -1.45 -0.14
O 2.39141 3.58727 -2.92678 -0.50 0.46 0.41 0.04
H 3.77384 6.10662 -2.80971 0.00 0.35 -0.16 0.13
H 5.10849 5.04418 -2.33731 0.76 0.11 0.35 0.12
H 4.31362 3.20466 -3.49855 -0.31 0.49 -0.14 0.15
H 3.40115 4.41435 -4.48956 0.28 -0.03 0.29 0.14
O 4.05091 0.17848 1.96676 -0.62 0.60 -0.20 0.12
C 4.49777 0.49366 3.03429 -0.88 -1.17 -2.54 -0.62
O 5.63042 -0.02882 3.42848 0.71 0.44 2.45 0.10
C 5.85313 0.45649 4.80347 1.14 -0.27 -0.54 -0.04
C 4.54736 1.23251 5.08709 0.68 -0.51 1.87 -0.13
O 3.90501 1.32116 3.87982 -0.36 0.41 -1.84 0.08
H 6.07635 -0.41757 5.44966 -0.55 0.59 -0.34 0.14
H 6.78389 1.04989 4.74032 -0.63 0.04 0.24 0.13
H 4.63427 2.22366 5.50304 0.44 0.23 0.21 0.14
H 3.87236 0.65643 5.69013 -0.03 -0.38 0.92 0.12

2.
98
Properties=species:S:1:pos:R:3:forces:R:3:lowdin_charge:R:1 method="wB97M-V/def2-TZVPD" total_charge=+3 spin_multiplicity=1
C -3.82563 0.91740 0.48298 0.46 -1.02 -1.96 -0.03
C -3.12260 2.29394 0.41068 -0.50 0.69 2.24 -0.41
C -2.66756 2.55855 1.89481 2.04 0.37 -1.35 -0.10
C -1.36009 1.77702 2.23929 -0.10 1.02 0.75 -0.15
C -0.16243 2.10056 1.30318 -1.21 -1.17 -0.62 -0.10
C -0.55146 1.66679 -0.18819 2.31 0.91 0.73 -0.40
N -1.88805 2.30790 -0.50714 -1.75 1.14 -6.59 0.11
O -2.03342 2.74120 -1.83781 0.66 -2.35 7.77 0.08
C -0.59141 0.12029 -0.31109 -0.77 -0.15 0.34 -0.01
C 0.62507 2.22722 -1.09087 -1.32 0.00 0.50 -0.02
C -4.25365 3.31004 0.09233 1.16 0.58 -1.73 -0.02
H -3.28202 0.09174 0.94219 -0.09 0.25 0.43 -0.01
H -3.94105 0.63388 -0.56315 -0.41 -0.37 -0.11 0.09
H -4.82903 1.05572 0.88566 0.28 0.03 0.25 0.11
H -3.47974 2.44207 2.61238 -0.01 -0.57 -0.35 0.14
H -2.43344 3.62282 1.91970 0.20 0.18 0.24 0.12
H -1.51183 0.70327 2.34938 -0.17 -0.06 -0.36 0.09
H -1.13920 2.10267 3.25578 0.36 0.03 0.08 0.11
H 0.72957 1.51266 1.51953 -0.20 -0.45 0.25 0.11
H 0.25313 3.10653 1.36172 -0.77 0.37 -0.19 0.13
H -1.25533 -0.30431 0.44192 -0.54 -0.11 -0.53 0.06
H 0.31740 -0.43726 -0.08459 0.75 0.92 0.21 0.08
H -0.81182 -0.20628 -1.32740 -0.68 0.17 0.05 0.08
H 0.59051 3.31462 -1.02390 -0.06 0.02 -0.59 0.10
H 0.61325 1.83493 -2.10777 -0.23 0.37 -0.05 0.06
H 1.59454 1.96679 -0.66614 -0.19 -0.33 0.39 0.08
H -4.91902 3.55979 0.91877 0.32 -0.64 0.25 0.11
H -4.84755 2.99848 -0.76692 -0.09 -0.25 0.14 0.09
H -3.82797 4.26091 -0.22822 0.20 0.14 0.08 0.09
C 2.85812 -0.91297 5.45770 -0.21 -0.69 0.57 0.00
C 1.67025 -1.78977 5.94267 -0.56 0.78 0.45 -0.39
C 0.47715 -0.88007 6.44596 -0.98 0.06 -0.65 -0.12
C -0.94265 -1.49228 6.44823 0.91 -0.58 -0.48 -0.15
C -1.19697 -2.02419 5.00565 -0.36 0.89 1.53 -0.13
C -0.26213 -3.13203 4.57631 0.19 0.97 -1.60 -0.45
N 1.20975 -2.70109 4.80108 4.88 -6.07 -1.44 0.14
O 2.16409 -3.52665 4.22995 -5.98 5.77 3.42 0.14
C -0.42511 -3.47064 3.06852 0.19 -0.40 0.74 -0.02
C -0.60149 -4.33159 5.41975 0.07 -1.10 1.32 0.00
C 2.07163 -2.73916 7.15101 0.39 0.22 -1.03 0.03
H 2.57269 -0.05600 4.84758 -0.29 -0.19 -0.01 0.08
H 3.60375 -1.51230 4.93528 0.00 0.03 0.14 0.09
H 3.28521 -0.53123 6.38504 0.22 0.11 -0.15 0.10
H 0.37658 -0.01498 5.79052 0.40 0.11 -0.22 0.11
H 0.59664 -0.45037 7.44053 0.95 -0.33 0.02 0.13
H -1.66194 -0.73346 6.75630 0.04 0.18 -0.45 0.13
H -1.03771 -2.22000 7.25413 0.03 -0.45 -0.28 0.11
H -1.13750 -1.14019 4.37076 -0.12 -0.18 -0.40 0.12
H -2.19003 -2.47028 4.95151 -0.07 0.33 -0.38 0.13
H 0.13752 -4.39189 2.91737 -0.16 0.07 -0.44 0.09
H -0.12214 -2.70011 2.35958 0.26 0.20 0.32 0.08
H -1.48801 -3.61830 2.87735 -0.10 -0.17 0.07 0.02
H -0.40960 -4.17847 6.48174 0.32 0.06 -0.09 0.08
H -0.17563 -5.29644 5.14444 0.24 0.28 -0.31 0.11
H -1.68628 -4.43766 5.42867 -0.04 0.01 -0.52 0.12
H 2.93611 -3.35434 6.90136 -0.24 -0.24 -0.27 0.10
H 1.21324 -3.34121 7.44902 0.28 0.11 0.17 0.08
H 2.43435 -2.09583 7.95268 -0.46 0.15 0.02 0.11
C 3.88956 -1.98294 -3.97073 -1.27 -0.19 1.32 0.06
N 2.81631 -1.66912 -2.87444 -0.79 1.86 0.47 -0.30
C 1.34885 -1.61899 -3.45356 1.64 -0.88 0.44 0.05
C 2.90073 -2.79522 -1.78083 0.25 1.40 -1.55 0.05
C 3.15992 -0.35055 -2.10785 0.64 0.61 -1.51 -0.07
C 3.53896 0.89795 -2.95666 0.29 0.73 -1.70 -0.19
O 2.54748 1.41163 -3.85012 -2.18 -0.39 0.22 -0.11
H 4.81001 -1.99711 -3.38707 0.11 -0.48 -0.44 0.11
H 3.99333 -1.29120 -4.80669 -0.54 0.37 0.44 0.11
H 3.52594 -2.93576 -4.35545 0.72 -0.15 -0.01 0.11
H 0.59849 -1.47942 -2.67538 0.44 -0.10 0.30 0.08
H 1.28531 -2.63223 -3.85029 -0.59 0.23 -0.35 0.10
H 1.20422 -0.83363 -4.19545 0.63 -0.13 0.03 0.08
H 3.91949 -2.67546 -1.41220 -0.14 -0.57 0.11 0.11
H 2.72442 -3.73100 -2.31124 0.03 -0.04 0.43 0.11
H 2.18327 -2.56772 -0.99242 -0.05 -0.15 -0.23 0.10
H 4.06522 -0.54593 -1.53309 -0.07 -0.19 0.08 0.13
H 2.35819 -0.10041 -1.41304 -0.16 -0.27 -0.21 0.10
H 4.29754 0.85284 -3.73807 1.30 -1.53 1.14 0.12
H 3.86436 1.74989 -2.35965 -0.06 -0.47 0.92 0.13
H 2.99636 1.89914 -4.54470 0.02 0.10 0.05 0.09
C 0.89088 2.03950 -6.92435 0.82 1.14 -1.16 -0.04
C -0.22889 2.01629 -5.93309 -1.38 -0.88 0.15 -0.31
C -1.18784 3.15584 -6.05862 0.05 2.44 1.45 -0.16
O -2.10234 3.45719 -4.95688 1.61 -0.85 -0.99 -0.17
C -3.44789 3.16509 -5.23795 -0.40 -0.62 0.29 -0.09
N -0.99807 0.71777 -6.27201 0.54 -0.42 1.08 0.24
H -1.77015 0.41891 -5.69350 -0.37 0.46 0.91 0.16
H -1.41330 0.69886 -7.19251 0.47 0.12 -0.87 0.18
H -0.27609 0.02509 -6.13398 -0.08 -0.84 -0.72 0.14
H 1.56686 1.18559 -6.96895 -0.26 -0.25 0.36 0.09
H 1.52807 2.91779 -6.82102 0.04 0.05 0.64 0.11
H 0.55740 2.22749 -7.94491 -0.48 -0.38 -0.15 0.11
H 0.13342 1.93570 -4.90823 -0.15 -0.27 0.07 0.14
H -1.65449 3.18607 -7.04321 -0.22 0.07 -0.01 0.15
H -0.49479 3.99003 -5.94949 -0.07 0.43 -0.66 0.15
H -3.46559 2.14840 -5.63055 -0.66 -0.09 -0.40 0.07
H -3.93176 3.89075 -5.89171 0.18 -0.09 -0.26 0.11
H -4.00793 3.14571 -4.30303 0.18 0.11 0.06 0.09
Br -3.98452 -2.66359 1.71554 0.51 0.46 -0.07 -0.43

| no. | molecular weight (g mol⁻¹) | DFT total energy (eV) | gap between HOMO and LUMO (eV) |
| --- | --- | --- | --- |
| 1 | 1009.15 | -149261.6436 | 10.9 |
| 2 | 586.72 | -113161.8198 | 2.7 |